27
Properties=species:S:1:pos:R:3:lowdin_charge:R:1 method="wB97M-V/def2-TZVPD" gap_ev=6.108 relative_energy_kcal_mol=25.0 fmax_ev_per_a=6.35 homo_ev=-0.5 smiles="CC(C)OCC[C@](N)(C#N)P(=O)([O-])[O-]" spin_multiplicity=1 lumo_energy_ev=5.634 total_charge=-2 energy_ev=-27929.042
C -0.586 1.854 -2.497 -0.0855
C -0.866 0.789 -1.466 -0.4169
C -2.410 0.494 -1.341 -0.0419
O -0.048 -0.362 -1.879 -0.1758
C 0.230 -1.222 -0.858 -0.2421
C 1.497 -0.616 -0.077 -0.1609
C 1.360 -0.904 1.353 -0.4822
N 2.317 0.130 2.170 0.0017
C 1.563 -2.072 2.010 -0.3291
N 1.945 -2.979 2.613 0.1063
P -0.400 -0.114 2.115 0.1325
O -0.525 1.239 1.455 -0.4077
O -1.468 -1.093 1.672 -0.4345
O -0.123 -0.089 3.602 -0.4349
H 0.538 2.036 -2.403 0.0984
H -0.996 1.414 -3.410 0.0669
H -1.166 2.758 -2.272 0.0645
H -0.491 1.121 -0.398 0.1146
H -2.933 1.406 -1.649 0.0557
H -2.679 0.230 -0.289 0.0765
H -2.795 -0.252 -1.936 0.0274
H -0.636 -1.311 -0.230 0.0637
H 0.588 -2.309 -1.106 0.1362
H 1.497 0.450 -0.148 0.0839
H 2.459 -1.010 -0.509 0.1092
H 1.704 0.924 2.463 0.0262
H 2.426 -0.511 3.016 0.0478


108
Properties=species:S:1:pos:R:3:lowdin_charge:R:1 method="wB97M-V/def2-TZVPD" gap_ev=6.086 relative_energy_kcal_mol=11.2 fmax_ev_per_a=1.57 homo_ev=-3.8 spin_multiplicity=1 lumo_energy_ev=2.244 total_charge=-1 energy_ev=-81224.785
Ba -0.003 1.241 -0.321 1.7454
C -0.642 1.903 3.820 -0.0381
C -1.577 0.738 3.777 -0.3333
C -2.289 0.354 4.914 -0.0290
C -3.141 -0.729 4.836 -0.0634
C -3.298 -1.365 3.618 -0.0235
C -2.597 -0.883 2.517 -0.2278
N -1.725 0.119 2.607 0.1551
C -2.811 -1.502 1.183 -0.2158
C -4.061 -2.021 0.850 -0.0169
C -4.220 -2.645 -0.372 -0.0504
C -3.139 -2.720 -1.233 -0.0217
C -1.941 -2.127 -0.847 -0.2270
N -1.782 -1.544 0.343 0.1652
C -0.771 -2.153 -1.774 -0.2462
C -0.963 -2.018 -3.142 -0.0413
C 0.147 -2.039 -3.972 -0.0572
C 1.398 -2.194 -3.411 -0.0331
C 1.508 -2.319 -2.026 -0.3101
C 2.855 -2.498 -1.376 -0.0175
N 0.441 -2.295 -1.227 0.1712
H -1.189 2.809 3.541 0.0828
H 0.168 1.770 3.098 0.0307
H -0.228 2.046 4.819 0.0883
H -2.157 0.897 5.842 0.1090
H -3.676 -1.080 5.710 0.1024
H -3.931 -2.238 3.531 0.1051
H -4.896 -1.899 1.523 0.1114
H -5.178 -3.065 -0.650 0.1057
H -3.217 -3.220 -2.189 0.1095
H -1.954 -1.849 -3.543 0.0987
H 0.031 -1.903 -5.041 0.1095
H 2.293 -2.181 -4.023 0.1174
H 3.292 -3.453 -1.674 0.0877
H 2.742 -2.476 -0.294 0.0554
H 3.538 -1.704 -1.686 0.0423
C 4.155 0.346 -1.370 -0.0552
C 3.237 0.518 -2.552 -0.3621
C 3.732 0.548 -3.846 -0.0650
C 2.838 0.846 -4.878 -0.0849
C 1.511 1.062 -4.603 -0.0468
C 1.031 0.931 -3.264 -0.5349
N 1.938 0.676 -2.273 0.0132
N -0.248 1.055 -2.875 -0.2562
Si -1.602 1.562 -3.777 0.3449
C -1.923 0.633 -5.414 -0.1786
C -1.506 3.397 -4.201 -0.1670
C -3.138 1.274 -2.736 -0.1566
H 5.063 -0.197 -1.641 0.0868
H 3.639 -0.174 -0.564 0.0334
H 4.443 1.330 -0.988 0.0910
H 4.786 0.398 -4.037 0.0979
H 3.193 0.914 -5.902 0.1007
H 0.811 1.336 -5.383 0.0826
H -0.994 0.325 -5.904 0.0023
H -2.478 1.260 -6.120 0.0220
H -2.515 -0.273 -5.237 0.0131
H -0.602 3.628 -4.777 0.0273
H -1.465 3.979 -3.273 0.0165
H -2.373 3.733 -4.781 0.0238
H -3.153 0.265 -2.301 0.0216
H -4.047 1.397 -3.337 0.0336
H -3.186 1.986 -1.906 0.0078
C 3.206 3.754 4.092 -0.2086
Si 2.549 3.383 2.343 0.3458
C 0.985 4.476 2.274 -0.1911
C 3.739 4.240 1.141 -0.1994
C 2.436 1.619 1.867 -0.4537
Si 2.795 0.192 2.939 0.3504
C 3.817 0.499 4.519 -0.2107
C 1.295 -0.793 3.571 -0.1908
C 3.810 -1.089 1.967 -0.1925
H 3.290 4.835 4.256 0.0192
H 4.193 3.304 4.246 0.0098
H 2.532 3.350 4.858 0.0119
H 1.255 5.478 1.922 0.0282
H 0.517 4.587 3.258 0.0148
H 0.237 4.085 1.578 -0.0112
H 3.918 5.289 1.403 0.0179
H 3.324 4.212 0.125 0.0158
H 4.707 3.726 1.122 0.0193
H 3.115 1.533 1.004 -0.0690
H 3.258 1.111 5.238 0.0085
H 4.742 1.035 4.280 0.0167
H 4.085 -0.440 5.016 0.0162
H 0.875 -0.367 4.491 0.0204
H 1.580 -1.830 3.789 0.0255
H 0.501 -0.815 2.818 0.0052
H 4.672 -0.620 1.479 0.0258
H 3.188 -1.545 1.184 -0.0096
H 4.180 -1.895 2.610 0.0246
O 1.644 3.992 -2.209 -0.0707
H 0.825 4.234 -1.742 -0.0032
H 1.411 3.188 -2.691 -0.0076
C -5.285 3.335 2.320 -0.0348
N -4.123 3.559 1.479 -0.0593
C -3.687 4.807 1.153 -0.0709
C -2.603 5.003 0.382 0.0067
C -1.847 3.836 -0.034 -0.5747
O -0.768 3.943 -0.671 -0.1812
N -2.309 2.605 0.291 0.0113
C -3.472 2.411 0.960 -0.5199
O -4.021 1.326 1.140 0.0296
H -5.696 4.297 2.625 0.0809
H -5.009 2.755 3.201 0.0892
H -6.042 2.766 1.782 0.0877
H -4.273 5.626 1.546 0.1186
H -2.259 5.990 0.112 0.1068


14
Properties=species:S:1:pos:R:3:lowdin_charge:R:1 method="wB97M-V/def2-TZVPD" gap_ev=8.339 relative_energy_kcal_mol=58.5 fmax_ev_per_a=4.21 homo_ev=-8.5 spin_multiplicity=1 lumo_energy_ev=-0.115 energy_ev=-25419.408
C 0.054 -1.065 -0.757 -0.2141
C -1.202 -1.056 -1.156 0.0384
C -0.218 0.842 0.684 -0.2751
C 0.580 -0.096 0.148 -0.4108
C 1.996 -0.271 0.660 -0.0392
P -1.869 0.993 -0.070 0.3467
S -2.458 2.581 -0.954 0.1137
H 0.727 -1.710 -1.107 0.0594
H -1.928 -1.488 -1.868 0.0578
H 0.215 1.679 1.329 0.1059
H 2.101 -1.447 0.684 0.1278
H 2.126 0.366 1.571 0.0958
H 2.572 0.063 -0.123 0.0456
H -2.696 0.610 0.958 -0.0519